C20H35EuNSi2 | ωB97M-V/def2-TZVPD

Structure (XYZ):
```
59
Properties=species:S:1:pos:R:3:mulliken_spin:R:1
C -1.02 1.14 -4.18 0.00
C 0.96 -1.79 -4.70 0.00
C 0.10 1.86 -4.32 0.00
H -1.85 1.68 -3.69 0.00
C 2.05 -1.14 -4.30 0.00
H 0.99 -2.80 -5.14 0.00
H 0.19 2.98 -4.15 0.00
H 2.99 -1.70 -4.36 0.00
C 1.42 1.35 -4.80 0.00
H 2.16 2.15 -4.85 0.00
H 1.35 0.86 -5.84 0.00
C -0.81 -0.23 -3.57 0.01
H -1.69 -0.55 -2.99 0.00
H 0.03 -0.04 -2.86 0.00
C -0.42 -1.22 -4.75 0.00
H -0.53 -0.67 -5.71 0.00
H -1.20 -2.00 -4.75 0.00
C 2.13 0.33 -3.87 0.00
H 3.25 0.49 -3.85 0.00
H 1.83 0.37 -2.78 0.00
Eu -1.67 0.30 0.10 7.04
H -1.74 2.29 -0.09 -0.04
C 0.55 2.28 0.66 0.02
Si 1.10 0.93 1.83 -0.01
C 2.59 0.09 1.08 0.00
C 1.80 1.89 3.29 0.00
C -0.26 -0.29 2.35 0.00
C -0.50 -1.45 1.51 -0.01
C -1.82 -2.05 1.36 0.00
C -2.14 -2.72 0.12 0.01
C -1.11 -2.98 -0.81 0.00
C 0.13 -2.34 -0.62 0.00
N 0.29 -1.44 0.39 0.00
Si -1.17 0.03 3.96 0.00
C 0.09 -0.35 5.31 0.00
C -1.79 1.81 4.05 0.01
C -2.63 -1.06 4.37 0.00
H 1.15 3.20 0.88 0.00
H -0.51 2.61 0.87 -0.02
H 0.69 2.02 -0.39 0.00
H 3.40 0.11 1.82 0.00
H 2.35 -0.94 0.81 0.00
H 2.92 0.61 0.18 0.00
H 1.44 2.93 3.29 0.00
H 1.58 1.44 4.27 0.00
H 2.90 1.90 3.16 0.00
H -2.60 -1.84 2.06 -0.01
H -3.11 -3.17 0.00 0.00
H -1.24 -3.65 -1.63 0.00
H 0.99 -2.53 -1.26 0.00
H 0.47 0.55 5.81 0.00
H -0.41 -0.97 6.08 0.00
H 0.93 -0.93 4.92 0.00
H -2.83 1.85 3.70 0.00
H -1.76 2.12 5.11 0.00
H -1.20 2.52 3.46 0.00
H -3.56 -0.66 3.94 0.00
H -2.50 -2.10 4.05 0.00
H -2.74 -1.06 5.47 0.00
```

Values from the calculation:
**Multiplicity**: 8
**M**: 497.6 g mol⁻¹
**Total charge**: 0
**Energy above the lowest of the compared OMol25 structures with the same formula, charge and spin**: 10.4 kcal per mole
**HOMO level (alpha / beta)**: -0.2511 / -0.2580 Eh
**Total energy**: -2126.93681 hartree

***

C20H35F3I3N2O5S | ωB97M-V/def2-TZVPD

Structure (XYZ):
```
69
Properties=species:S:1:pos:R:3:mulliken_charge:R:1
C 5.47 -2.79 -0.12 -1.35
C 4.33 -2.08 -0.91 -0.01
C 3.19 -3.05 -1.31 -1.54
C 1.77 -2.49 -1.13 0.01
C 1.03 -2.55 0.23 -0.97
I 2.44 -3.27 1.77 0.36
C -0.04 -3.71 0.21 -1.16
I 0.72 -5.64 -0.42 0.17
O -1.08 -3.36 -0.64 -0.19
C -1.89 -2.31 -0.16 1.16
S -2.78 -2.76 1.38 -0.24
C -2.95 -2.19 -1.27 -1.35
C -4.04 -3.26 -1.26 -0.70
O -3.56 -4.54 -0.91 -0.49
C -5.37 -2.88 -0.56 0.78
F -5.70 -3.78 0.34 -0.26
F -5.35 -1.70 0.04 -0.23
F -6.33 -2.85 -1.44 -0.31
C -0.97 -1.04 -0.14 -0.98
O -0.60 -0.98 -1.52 -0.62
C -1.65 0.34 0.06 -0.88
C -2.62 0.60 1.19 -0.63
N -2.58 1.59 1.94 -0.71
N 0.33 -1.25 0.65 2.44
C 0.04 -1.27 2.13 -1.54
C 1.30 -0.11 0.47 0.51
C 1.25 1.08 1.43 -1.14
O 0.53 1.98 1.43 -0.17
I 2.83 1.15 2.94 0.08
H 5.64 -2.27 0.82 0.33
H 5.25 -3.84 0.01 0.33
H 6.39 -2.71 -0.69 0.35
H 4.81 -1.71 -1.81 0.48
H 3.97 -1.20 -0.38 0.01
H 3.29 -3.13 -2.39 0.47
H 3.36 -4.05 -0.96 0.39
H 1.14 -3.03 -1.84 0.53
H 1.80 -1.51 -1.59 0.28
H -0.36 -3.96 1.22 0.75
H -2.47 -1.83 2.30 0.26
H -3.45 -1.22 -1.27 0.36
H -2.46 -2.27 -2.23 0.63
H -4.35 -3.36 -2.30 0.57
H -4.27 -5.16 -1.11 0.43
H -0.39 -0.07 -1.75 0.58
H -0.96 1.16 -0.10 0.69
H -2.29 0.44 -0.81 0.72
H -3.48 -0.05 1.35 0.55
H -1.77 2.18 1.72 0.17
H 0.92 -1.08 2.74 0.42
H -0.34 -2.23 2.44 0.56
H -0.71 -0.53 2.40 0.34
H 2.29 -0.53 0.57 0.29
H 1.30 0.28 -0.54 0.49
C 1.60 7.91 -0.03 -1.01
C 0.58 7.25 -0.94 -0.32
O 0.82 5.87 -1.17 -0.45
C 0.84 5.03 -0.03 -0.15
C -0.47 5.02 0.75 -0.84
H 2.60 7.80 -0.45 0.28
H 1.38 8.97 0.07 0.39
H 1.61 7.47 0.97 0.26
H 0.60 7.72 -1.92 0.35
H -0.44 7.39 -0.55 0.30
H 1.68 5.29 0.62 0.27
H 1.04 4.02 -0.41 0.07
H -0.71 6.01 1.15 0.44
H -0.40 4.33 1.59 0.20
H -1.29 4.72 0.11 0.22
```

Values from the calculation:
**M**: 853.3 g mol⁻¹
**Total charge**: +1
**HOMO level**: -0.4271 Eh
**Total energy**: -2859.27344 hartree